Record 1
The following is a quantum chemistry calculation of an isolated molecule of C18H23N3O5S in a non-equilibrium geometry, from the Open Molecules 2025 dataset.

XYZ file:
```
50
Properties=species:S:1:pos:R:3:forces:R:3
H 2.479648 -0.915238 -1.328790 0.0 0.0 -0.2
H 0.547428 1.069133 1.549013 0.1 0.1 0.0
N 3.121360 1.191459 1.408189 0.4 -1.0 0.0
H -3.193656 -0.925740 -3.922291 0.0 0.1 0.0
C -0.476083 -2.185407 -0.248667 0.3 0.0 0.2
C -0.235910 -2.123571 1.122578 -0.1 0.0 -0.2
C -4.946443 -2.097079 -4.322919 0.3 0.2 0.0
H -0.990971 -2.495527 1.797810 0.0 0.0 0.1
H 2.803016 2.618824 2.867959 0.1 -0.1 0.0
C -3.797980 -1.770978 -3.625333 0.0 -0.1 0.1
C 3.488169 2.061589 0.326862 -0.1 0.1 -0.8
H -5.259772 -1.511338 -5.177053 0.1 0.1 -0.1
H 2.776249 2.691679 -1.615102 0.0 0.0 0.1
H 0.634079 2.812624 1.913513 0.0 -0.1 0.0
H -0.065202 3.496920 4.050734 0.0 0.0 0.0
H 0.959104 4.237948 -1.945671 0.0 0.0 0.0
C 1.692349 -1.233756 -0.663528 0.1 0.0 -0.1
H 0.356416 -1.845957 -2.209825 0.0 0.0 -0.1
C -5.378922 -3.858621 -2.971934 0.2 0.0 0.1
H -4.017813 -4.265165 -1.358237 0.0 0.0 0.0
N -2.272643 -2.225508 -1.837061 0.2 0.3 -0.3
O -2.304534 -3.685406 -0.080491 -0.1 -0.1 0.1
S 3.432601 -0.432363 1.300472 0.0 0.4 0.0
H 1.162887 2.524659 4.902890 0.0 0.0 0.0
C 0.499914 -1.748923 -1.142836 -0.1 0.0 0.1
O 4.434226 -0.609863 0.290131 -0.2 0.1 -0.2
C 2.377822 1.664322 2.543301 -0.6 0.0 0.5
H 1.671789 1.576553 -0.767814 0.1 0.1 0.0
C 0.950477 -1.597045 1.600280 0.0 -0.1 0.1
N -5.726207 -3.117610 -4.009913 -0.5 -0.1 -0.3
O 0.083083 1.525518 3.430813 0.0 -0.2 0.1
H 4.266266 1.531292 -0.223610 0.0 0.3 -0.1
H -0.159947 3.166472 -1.062413 0.0 0.0 0.0
H -1.769068 -1.434552 -2.215272 -0.1 -0.1 0.2
H 2.530431 0.920154 3.328982 -0.1 0.3 0.2
C -1.769937 -2.792364 -0.696828 0.1 0.1 0.0
C -4.254058 -3.632240 -2.195557 0.1 0.0 0.1
C 1.899697 -1.150784 0.700073 0.5 0.1 0.2
C 0.593772 3.956312 -0.950499 -0.1 0.0 0.0
C 2.351192 2.432724 -0.632780 0.2 0.0 0.0
H -6.040027 -4.684778 -2.747568 0.0 -0.1 0.1
C 0.860036 1.807248 2.292195 0.1 0.1 -0.1
H -0.566819 2.224529 5.195447 0.1 0.1 0.1
C 0.169823 2.500297 4.443285 0.0 0.0 0.0
O 3.670577 -0.931062 2.620623 -0.4 0.0 0.0
O 1.647908 3.540697 -0.120685 0.2 0.0 0.2
H 1.158338 -1.538070 2.656145 0.0 0.0 0.2
H 0.142411 4.823246 -0.472732 -0.1 0.0 -0.1
H 3.900813 2.990404 0.733257 0.0 -0.1 0.0
C -3.435889 -2.555653 -2.529138 -0.4 -0.2 -0.2
```
Forces are in eV/Å.

Summary:
HOMO energy: -9.31 eV
2S+1: 1
Relative energy (zero: lowest compared OMol25 entry of this formula, charge and spin): 279.0 kJ/mol
Max |F|: 1.1 eV/A
Gap between HOMO and LUMO: 9.11 eV
SMILES: COCCN(CCOC)S(=O)(=O)c1ccc(C(=O)Nc2ccncc2)cc1
LUMO level: -0.20 eV
Net charge: 0



Record 2
The following is a quantum chemistry calculation of an isolated molecule of CH4O2 in a non-equilibrium geometry, from the Open Molecules 2025 dataset.

XYZ file:
```
7
Properties=species:S:1:pos:R:3:forces:R:3
O 0.630299 0.997993 0.019716 -0.5 -1.1 0.8
H 0.302087 -1.064847 0.692233 1.4 0.3 -0.3
H -0.939489 -0.096405 1.069591 -0.3 1.5 0.4
H 1.556247 0.871144 0.291381 -0.7 -0.2 -0.1
H -0.520830 0.000838 -1.537215 0.3 0.5 -0.8
C -0.185220 -0.169005 0.295659 0.8 -0.3 1.2
O -0.843093 -0.539719 -0.831364 -1.0 -0.6 -1.1
```
Forces are in eV/Å.

Summary:
HOMO energy: -10.08 eV
2S+1: 1
Relative energy (zero: lowest compared OMol25 entry of this formula, charge and spin): 6.8 kJ/mol
Max |F|: 1.6 eV/A
Gap between HOMO and LUMO: 10.88 eV
SMILES: OCO
LUMO level: 0.80 eV
Net charge: 0



Record 3
The following is a quantum chemistry calculation of a structure of composition C31H32N8O4S3SeSr in a non-equilibrium geometry, from the Open Molecules 2025 dataset.

XYZ file:
```
80
Properties=species:S:1:pos:R:3:forces:R:3
H 3.927364 -3.607788 1.880993 0.0 0.0 0.0
C 1.160764 -1.937487 2.458492 0.5 -0.5 -0.5
H -0.517136 2.423212 2.863392 0.0 -0.2 0.0
H -0.038436 6.355712 -3.814008 0.0 0.2 0.0
C -2.747736 -1.784188 -3.771207 -0.4 1.1 0.8
C 3.019564 -3.886488 6.811792 0.2 -0.3 0.1
H -4.546136 0.943812 -1.810008 -0.1 0.1 0.0
C 0.016364 5.490812 -4.478908 -0.1 0.0 0.1
C 1.882864 -5.150788 5.117092 0.1 -0.2 0.1
O -1.516736 -0.011988 2.654493 0.1 -0.5 0.5
Sr -1.458036 1.962013 -1.169207 -0.1 0.1 -4.0
C 1.267364 -4.002188 4.661292 0.0 0.3 0.2
H 5.602964 -0.296288 1.288292 0.1 0.0 0.1
H 2.083564 -2.561488 -3.894608 0.1 0.0 0.0
C -1.492436 3.571313 0.659993 -0.1 2.0 1.2
C 5.081364 -1.119888 1.773092 -0.2 -0.1 -0.2
H 5.808064 -1.879688 2.065293 0.1 0.0 0.0
C -0.842936 4.354612 -3.975707 -1.2 0.8 0.0
Se -1.167836 -4.639988 -5.982607 -0.1 0.7 0.6
C 1.496964 -1.814288 -3.379107 -0.2 0.1 0.1
H 4.500964 -2.118388 -0.057807 0.0 0.0 -0.1
N 0.073464 -3.687588 -5.105408 -0.2 0.5 0.4
N -3.391036 4.948112 1.527493 -0.1 0.2 0.1
H 0.566664 -4.054088 3.841492 0.0 0.0 -0.1
C -4.145936 -1.745088 -3.814507 0.2 0.0 0.1
H 1.640564 0.796113 -1.246008 0.1 0.1 0.0
C 2.756164 -5.102988 6.196493 0.0 0.1 0.0
H 3.129364 -0.853588 -2.377107 0.1 0.0 0.0
H 2.924064 -2.094887 3.455793 0.0 -0.1 -0.1
H -3.842236 4.701112 0.647093 0.2 0.2 0.0
H 1.051764 5.160512 -4.540907 0.0 0.1 0.0
C 2.412264 -2.733588 6.355592 -0.3 0.3 -0.4
N -2.517736 -3.668488 -5.295907 0.3 0.5 0.5
H -0.308136 5.809612 -5.474108 0.0 0.2 -0.1
C 0.838264 -1.514788 4.859292 0.0 0.6 0.1
S -0.038036 2.862312 -3.781107 0.7 -1.4 0.2
C -1.981936 -2.744288 -4.501707 -0.5 -1.4 -1.2
N 2.441164 -2.372287 2.614793 -0.1 0.5 0.3
H -2.546536 6.320912 -4.957208 0.0 0.2 -0.2
H -2.850136 5.786712 1.316292 -0.2 -0.2 -0.1
C -0.351936 1.937912 1.887592 -0.4 0.0 0.1
H -3.829636 5.912712 -3.796307 0.0 0.1 0.0
O -2.160236 0.883113 0.733193 -0.8 -0.8 0.5
C 1.538564 -2.771288 5.265493 0.2 -0.7 0.7
H -2.311236 6.632512 -3.237807 0.0 0.3 0.1
C 3.240364 -2.837888 1.512292 0.1 0.0 -0.4
H -4.671936 -2.477888 -4.413207 0.0 0.0 0.0
C -4.060436 0.151212 -2.366208 -0.5 -0.1 -0.1
C -2.184436 4.565612 -3.751807 1.5 0.3 -0.4
C -2.446436 3.877012 1.824093 -0.1 0.0 -0.1
C 2.064064 -0.880687 -2.545108 -0.1 0.0 -0.1
H 3.701464 -3.840688 7.652492 0.0 0.0 0.0
S -3.300936 3.371312 -3.282908 -1.1 -1.2 0.3
H 0.641364 1.477112 1.915693 -0.1 -0.1 0.1
C -2.078336 -0.812388 -2.975107 -1.6 -0.5 -0.7
H 2.545164 -3.272388 0.790193 0.2 -0.1 0.1
N 0.556764 -1.344588 3.529293 -0.4 0.3 0.2
N -0.068436 0.069713 -2.056807 0.0 -0.9 -0.2
O -1.786436 4.081012 -0.453507 -0.4 1.4 0.6
C -2.755436 5.943512 -3.955607 0.1 0.0 0.1
H 4.609364 -0.736287 2.676692 0.0 0.1 0.1
C 4.029664 -1.711588 0.839393 0.0 -0.1 0.3
H 2.606164 -1.783388 6.832593 -0.1 0.1 0.0
C -4.810536 -0.780687 -3.094007 0.1 0.1 0.0
N -2.753336 0.135913 -2.313707 0.1 -0.9 -0.2
H -1.877136 4.147113 2.717893 0.0 -0.1 0.0
C -1.426536 0.827713 1.733193 0.4 0.0 0.9
O 0.499564 -0.701288 5.705193 0.1 -0.4 -0.3
C 0.110364 -1.811088 -3.556407 0.2 1.0 0.9
C 1.230664 0.042813 -1.906107 0.5 0.0 0.0
H 3.327464 -0.936388 0.527693 0.0 0.0 -0.1
H 3.222964 -6.010288 6.558992 0.0 0.0 0.0
C -0.650136 -0.835088 -2.854807 1.5 -0.6 -0.5
H -5.889236 -0.724888 -3.090407 0.0 0.0 0.0
H 1.682564 -6.096188 4.631892 -0.1 0.0 0.0
H -3.021336 2.972613 2.043493 0.1 0.0 0.1
S 0.375264 -2.119687 1.018192 -0.4 0.1 -0.4
H -0.280436 -0.711788 3.259993 -0.1 0.1 0.0
N -0.442236 2.817712 0.769593 1.5 0.1 0.8
C -0.557736 -2.754487 -4.396708 0.7 -1.4 -1.0
```
Forces are in eV/Å.

Summary:
HOMO energy (alpha / beta): 0.52 / 0.52 eV
2S+1: 1
Relative energy (zero: lowest compared OMol25 entry of this formula, charge and spin): 356.9 kJ/mol
Max |F|: 4.0 eV/A
Gap between HOMO and LUMO (alpha / beta): 2.57 / 2.58 eV
LUMO level (alpha / beta): 3.09 / 3.10 eV
Net charge: -2



Record 4
The following is a quantum chemistry calculation of an isolated molecule of C5H9NO2, from the Open Molecules 2025 dataset.

XYZ file:
```
17
Properties=species:S:1:pos:R:3:forces:R:3
H -1.332162 -0.000903 2.343324 0.2 0.1 0.0
C -0.536893 0.271316 0.626764 -0.4 -0.8 -0.1
H 1.476754 -0.111529 -1.473079 0.0 -0.2 0.0
C 0.395511 -1.193817 0.684254 -0.5 0.6 -0.6
H 1.040607 -1.470417 2.506291 -0.1 0.1 0.0
C -1.091736 0.119407 -1.834037 0.4 0.1 0.1
H 2.138621 1.222554 -0.742881 0.0 0.0 0.2
H -2.153168 1.213144 -0.238800 0.2 0.2 0.1
H -2.056212 0.022049 -2.335283 0.1 0.1 0.0
C 1.281153 -0.112576 0.547197 0.8 -0.4 0.0
N 1.917897 0.242554 -0.637969 -0.4 0.1 0.2
H 1.821604 0.240097 1.434828 -0.1 0.3 0.1
H -0.576362 -0.843546 -1.832945 -0.1 -0.2 0.1
O 0.288409 -1.731240 1.945203 0.3 0.2 0.0
C -1.265554 0.622915 -0.442664 0.0 -0.2 0.1
O -0.892532 0.724584 1.875945 0.0 0.0 0.1
H -0.455936 0.785408 -2.426147 -0.2 0.1 -0.1
```
Forces are in eV/Å.

Summary:
HOMO energy (alpha / beta): -7.58 / -7.57 eV
2S+1: 1
Relative energy (zero: lowest compared OMol25 entry of this formula, charge and spin): 455.0 kJ/mol
Max |F|: 1.0 eV/A
Gap between HOMO and LUMO (alpha / beta): 8.25 / 8.25 eV
LUMO level (alpha / beta): 0.67 / 0.67 eV
Net charge: 0



Q: Among the records above, which one has the lowest max |F|?
A: C5H9NO2



Q: What is the relative energy (zero: lowest compared OMol25 entry of this formula, charge and spin) in the first record?
A: 279.0 kJ/mol



Q: Look up the net charge of the first one.
A: 0